Here is a structure of composition C55H46BrCl3IrN5O4SSi in a non-equilibrium geometry from the OMol25 dataset. Energies are from ωB97M-V/def2-TZVPD.

```
117
Properties=species:S:1:pos:R:3:lowdin_spin:R:1
Ir -0.044 -0.201 0.283 0.871
Br -2.247 -1.628 3.502 0.001
Cl 8.032 2.895 1.230 0.000
Cl 8.776 -2.580 -1.588 0.000
Cl 6.541 -0.905 4.678 0.000
S 6.966 -4.006 -3.497 0.000
Si 1.030 3.284 0.616 0.007
O 1.962 -0.827 -0.747 0.086
O -1.566 1.469 0.877 -0.099
O 5.297 -3.149 1.024 0.000
O 1.077 1.787 0.199 0.065
N -0.037 -0.063 2.958 0.019
N 2.934 -2.634 2.433 0.001
N -0.358 -0.657 -2.030 -0.027
N -2.132 -1.102 0.024 -0.018
N 1.128 -1.939 1.394 0.107
C -3.290 -0.802 0.486 0.000
C 0.890 -3.185 1.882 0.007
C -1.126 4.255 -1.021 0.000
C 6.006 -0.495 0.744 0.000
C 3.832 -1.018 -2.110 0.001
C 4.199 -2.606 3.120 0.001
C 6.422 -3.885 -0.974 0.000
C 0.654 3.938 5.259 0.000
C 5.536 -4.766 -2.920 0.000
C -2.408 6.253 -0.640 0.000
C 2.585 4.124 -0.119 0.003
C 7.348 -3.479 -1.894 0.000
C 2.475 0.292 -4.150 0.002
C 7.206 1.413 1.524 0.000
C -4.643 2.778 2.182 -0.001
C 5.955 -1.039 2.022 0.000
C 6.624 0.712 0.480 0.000
C 6.531 -3.620 0.493 0.000
C 5.472 -2.466 2.241 0.000
C -5.442 1.627 2.243 0.003
C 6.534 -0.303 3.054 0.000
C -2.778 1.496 1.250 -0.015
C -0.406 4.480 0.141 0.001
C 3.571 5.776 -1.563 0.000
C 2.365 -1.642 1.735 0.005
C -4.956 0.446 1.741 0.001
C 4.959 4.124 -0.521 0.000
C 1.763 -0.085 -3.003 -0.010
C -3.655 0.356 1.221 -0.002
C 2.478 -0.618 -1.870 0.006
C 4.476 -0.699 -3.268 -0.001
C 5.376 -4.623 -1.583 0.000
C 4.822 5.226 -1.345 0.000
C 1.064 0.606 3.283 0.000
C 7.144 0.917 2.818 0.000
C -3.365 2.722 1.702 -0.006
C 3.841 3.574 0.084 0.000
C 1.486 0.781 4.591 0.000
C -0.690 5.604 0.906 0.000
C -0.223 3.174 3.172 -0.001
C -1.684 6.489 0.517 0.000
C 3.820 0.030 -4.273 -0.010
C 0.958 3.514 2.532 0.000
C 2.458 5.227 -0.949 0.001
C -0.458 -0.403 5.290 0.001
C -1.667 -1.202 -2.284 -0.003
C 2.012 4.021 3.274 0.000
C 1.856 4.230 4.637 0.000
C 2.004 -3.630 2.533 0.003
C -2.053 -2.044 -1.059 0.001
C 0.349 -0.224 -3.013 0.003
C -0.758 -0.559 3.944 0.002
C -0.387 3.396 4.527 0.000
C 0.697 0.283 5.616 -0.001
C -2.120 5.140 -1.411 0.000
H 1.628 0.993 2.450 0.000
H 4.193 -1.786 3.845 0.000
H -1.014 2.728 2.598 0.000
H -1.271 -2.779 -0.852 0.000
H -0.128 -0.091 -3.993 0.000
H -4.131 -1.453 0.229 -0.002
H 3.457 6.632 -2.214 0.000
H -3.012 -2.551 -1.221 0.000
H -0.134 5.814 1.809 0.000
H 6.676 1.080 -0.532 0.000
H -3.182 6.944 -0.947 0.000
H 0.976 0.409 6.651 0.000
H -2.762 3.616 1.645 0.000
H 2.878 -0.741 1.470 0.001
H 1.488 5.668 -1.131 0.000
H 2.196 -4.554 3.040 0.001
H 7.594 1.469 3.627 0.000
H 1.941 0.767 -4.962 0.000
H -5.575 -0.442 1.735 0.000
H 0.524 4.139 6.311 0.000
H -1.330 3.158 4.998 0.000
H -0.894 3.394 -1.628 0.000
H -5.043 3.724 2.523 -0.001
H 4.905 -5.280 -3.615 0.000
H 5.500 -1.013 -3.412 0.000
H -1.883 7.372 1.109 0.000
H 4.287 -1.628 -1.344 0.000
H 5.935 3.697 -0.346 0.000
H -0.047 -3.689 1.748 0.000
H 3.957 2.705 0.714 0.000
H -2.658 4.968 -2.332 0.000
H 7.322 -2.881 0.663 0.000
H 4.273 -3.547 3.667 0.000
H 6.270 -2.964 2.820 0.000
H 5.568 -1.048 -0.067 0.000
H 4.364 0.322 -5.160 -0.001
H -2.402 -0.396 -2.409 0.000
H -1.105 -0.823 6.043 0.000
H 6.807 -4.549 1.015 0.000
H -6.440 1.682 2.648 0.000
H 2.950 4.264 2.790 0.000
H 5.690 5.656 -1.822 0.000
H 2.402 1.312 4.790 0.000
H 2.672 4.644 5.211 0.000
H 4.551 -5.021 -1.024 0.000
H -1.674 -1.820 -3.191 -0.002
```

The energy above the lowest of the compared OMol25 structures with the same formula, charge and spin is 96.2 kJ/mol. The spin multiplicity is 2. The HOMO-LUMO gap (spin up / spin down) comes out at 0.1778 / 0.2006 hartree. The value obtained for the energy is -7444.4877 Eh. The net charge is +1.


Here is a structure of composition C55H47Br6N9O16 in a non-equilibrium geometry from the OMol25 dataset. Energies are from ωB97M-V/def2-TZVPD.

```
133
Properties=species:S:1:pos:R:3:mulliken_charge:R:1
Br -1.002 3.257 -3.174 -0.142
Br 0.557 -4.980 -1.503 0.038
Br -0.357 4.421 -0.190 0.003
Br 2.537 -5.223 0.982 -0.126
Br 1.933 4.509 -2.511 -0.047
Br 3.821 -4.244 -1.859 0.009
O -6.025 -3.004 0.340 -0.542
O -1.564 0.917 3.378 0.223
O -0.589 1.064 -2.953 -0.818
O 6.563 -4.443 4.184 -0.597
O 7.497 -4.725 2.305 -0.613
O 1.062 -2.469 -0.837 0.994
O 3.583 2.383 -1.708 -0.355
O 2.189 -1.935 0.900 1.432
O -2.588 1.877 4.905 -0.784
O 1.501 0.254 4.389 -0.662
O 0.717 -3.917 -3.268 -0.595
O -0.611 -3.488 -4.908 -0.775
O 4.767 0.681 -1.279 -0.618
O -7.065 -2.149 2.026 -0.611
O -0.648 0.186 4.610 -0.577
O -0.115 0.543 -4.889 0.052
N 6.711 -4.147 2.993 0.972
N -1.893 1.951 3.973 0.890
N -0.287 -3.354 -3.724 1.121
N -0.956 0.936 -4.103 0.132
N 1.301 -1.692 0.066 0.785
N -6.053 -2.210 1.346 0.917
N 0.391 -0.376 4.274 1.216
N 1.216 3.142 1.811 -0.303
N 3.871 1.243 -1.881 0.661
C -3.415 1.231 1.772 0.273
C 5.572 -3.107 1.035 -1.714
C -5.173 1.633 -4.932 -0.710
C -3.042 0.628 -5.574 -0.429
C 1.194 -1.342 -3.954 -1.270
C 2.746 1.040 0.835 0.393
C 1.945 -1.824 -2.872 0.205
C -0.110 -0.037 1.117 0.497
C -0.762 -3.256 2.269 -0.647
C 0.656 -0.408 0.004 -1.153
C -4.694 1.190 2.265 -1.688
C 2.948 0.337 -2.613 -0.834
C 0.357 -3.735 1.615 -0.361
C 2.705 2.242 0.081 -1.311
C -0.162 4.902 2.265 0.128
C -2.427 1.224 -4.477 0.838
C 0.413 -1.636 3.464 -0.162
C -1.887 4.479 4.379 -1.076
C -2.111 -1.662 -3.298 -1.665
C 1.278 0.005 -4.262 -0.563
C -1.389 3.315 3.648 -0.192
C -2.808 -0.803 -2.377 -0.921
C 3.833 -1.388 1.240 0.414
C 4.852 -2.503 3.198 -0.993
C -0.666 3.589 2.426 1.584
C -0.990 -2.689 -1.465 -0.502
C 0.707 0.402 -1.134 -0.049
C 3.923 -1.632 2.602 0.746
C -4.537 2.244 -3.864 -0.579
C 1.922 3.257 0.641 -1.647
C 2.024 0.894 -3.529 -0.306
C -1.723 -1.913 -0.553 1.812
C 2.908 -0.985 -2.335 -0.041
C -0.799 -2.200 3.183 -0.455
C -0.029 1.559 -1.178 1.071
C -0.736 1.197 1.091 1.375
C -5.476 0.130 2.168 -0.648
C -0.574 5.929 3.041 -1.256
C -2.667 -0.954 -1.010 0.025
C -1.436 5.760 4.159 -0.961
C -5.084 -1.106 1.500 -0.971
C -0.706 2.021 -0.054 0.064
C 1.159 1.990 2.446 -1.061
C -0.067 4.694 -2.196 -0.440
C -2.888 0.052 1.140 1.630
C 5.710 -3.244 2.402 -0.468
C -1.118 -2.529 -2.792 1.075
C -3.719 -1.123 0.996 -0.216
C 1.937 0.894 1.958 0.816
C -3.178 2.053 -3.638 -0.300
C 4.632 -2.176 0.466 0.268
C 1.634 -2.203 3.005 -1.210
C 1.619 -3.161 2.003 -0.009
C -4.401 0.818 -5.779 -0.828
C 2.210 -4.309 -0.706 1.504
H -1.838 0.108 0.895 -0.615
H -3.451 -0.039 -2.789 0.759
H -5.068 2.936 -3.227 0.471
H -1.262 1.672 1.906 -0.639
H -4.866 0.358 -6.638 0.436
H -2.177 -1.492 -4.363 0.992
H -2.530 4.227 5.210 0.524
H 2.057 1.899 -3.923 0.735
H -0.120 -0.583 2.049 -0.465
H 0.794 0.316 -5.176 0.843
H 3.380 0.334 0.318 0.280
H 3.433 2.385 -0.704 0.490
H 1.291 0.115 -1.996 -1.235
H -1.635 6.689 4.673 0.413
H 4.886 -2.607 4.272 0.557
H 0.644 1.926 3.393 1.932
H -0.215 5.690 -2.613 0.732
H -1.026 3.040 -0.217 0.231
H -2.748 2.066 1.929 0.825
H -5.135 2.007 2.817 0.455
H 4.668 -2.091 -0.610 1.380
H 1.890 4.258 0.236 1.294
H -0.355 6.887 2.595 0.446
H -6.422 0.135 2.688 0.505
H 2.532 -3.400 1.478 0.553
H 3.184 -0.672 0.757 -0.399
H -3.033 -0.258 -0.270 -0.148
H -6.234 1.836 -4.960 0.431
H -1.630 -3.826 1.972 0.285
H -1.664 -1.945 0.525 -0.593
H 1.832 -2.883 -2.692 0.866
H -3.351 -2.091 0.689 0.636
H -2.319 0.236 -6.273 0.600
H 2.575 -1.733 3.249 0.805
H 0.250 -4.463 0.824 0.730
H -1.704 -1.703 3.500 0.537
H 6.345 -3.697 0.566 0.524
H -0.327 2.766 1.815 -1.735
H -2.692 2.513 -2.790 0.042
H 2.028 -3.251 -0.521 -1.417
H 0.598 -2.024 -4.543 1.172
H 0.388 5.077 1.352 0.063
H 1.871 -0.001 2.558 -1.269
H -0.059 2.225 -2.028 -1.032
H 3.576 -1.342 -1.565 -0.139
H -0.196 -3.330 -1.113 -0.600
H 3.256 -1.062 3.231 0.377
```

The spin multiplicity is 1. The HOMO-LUMO gap comes out at 0.1746 hartree. The value obtained for the energy is -19261.6801 Eh. The net charge is 0.


Among the records above, which one has the lowest net charge? C55H47Br6N9O16


Which value of net charge does entry 1 give? +1